Molecular formula: C3H5NO
Method: DFT, wB97M-V/def2-TZVPD

Geometry as XYZ:
```
10
Properties=species:S:1:pos:R:3
O -2.27 -0.88 -0.13
C -1.15 -0.97 0.30
N -0.33 0.13 0.54
C 1.09 0.15 0.28
C 0.14 0.93 -0.56
H -0.68 -1.94 0.56
H 1.68 0.67 1.04
H 1.56 -0.73 -0.14
H -0.08 0.53 -1.55
H 0.05 2.01 -0.46
```

As for the structure (SMILES): O=CN1CC1. The net charge is 0. Its highest occupied orbital energy is -9.966 eV. For the LUMO energy, the calculation gives 0.93 eV. As for the frontier orbital gap: 0.401 hartree. The calculation puts the energy relative to the best compared isomer or geometry (same formula, charge and spin) at 31.5 kcal per mole.

Molecular formula: C3H5NO
Method: DFT, wB97M-V/def2-TZVPD

Geometry as XYZ:
```
10
Properties=species:S:1:pos:R:3
N -1.17 -2.11 1.17
C -0.99 -1.02 0.59
C -0.81 0.17 0.04
C 0.52 0.83 0.03
O 1.18 0.53 -1.19
H -0.68 -2.37 0.14
H -1.59 0.55 -0.61
H 1.13 0.49 0.88
H 0.38 1.91 0.14
H 2.01 1.03 -1.18
```

As for the structure (SMILES): N=C=CCO. The net charge is 0. Its highest occupied orbital energy is -9.264 eV. For the LUMO energy, the calculation gives 0.78 eV. As for the frontier orbital gap: 0.369 hartree. The calculation puts the energy relative to the best compared isomer or geometry (same formula, charge and spin) at 65.7 kcal per mole.

Molecular formula: C3H5NO
Method: DFT, wB97M-V/def2-TZVPD

Geometry as XYZ:
```
10
Properties=species:S:1:pos:R:3
O -0.65 0.26 2.18
C -0.30 0.24 1.06
C 0.95 0.36 0.09
N 0.36 0.05 -1.06
C -0.99 -0.23 -0.40
H 1.39 1.42 0.24
H 1.71 -0.26 0.66
H 0.69 -0.69 -1.41
H -1.32 -1.21 -0.45
H -1.84 0.05 -0.89
```

As for the structure (SMILES): O=C1CNC1. The net charge is 0. Its highest occupied orbital energy is -9.401 eV. For the LUMO energy, the calculation gives 0.95 eV. As for the frontier orbital gap: 0.380 hartree. The calculation puts the energy relative to the best compared isomer or geometry (same formula, charge and spin) at 77.5 kcal per mole.

Molecular formula: C3H5NO
Method: DFT, wB97M-V/def2-TZVPD

Geometry as XYZ:
```
10
Properties=species:S:1:pos:R:3
O -0.71 0.27 1.05
C 0.43 -0.61 0.85
C 0.90 -0.12 -0.52
C -0.54 0.01 -0.92
N -1.26 0.52 -1.77
H -1.96 1.42 -0.03
H 0.99 -0.36 1.76
H -0.02 -1.60 0.98
H 1.25 -0.91 -1.19
H 1.45 0.81 -0.66
```

The net charge is 0. Its highest occupied orbital energy (alpha / beta) is -10.699 / -8.673 eV. For the LUMO energy (alpha / beta), the calculation gives 0.01 / -2.47 eV. As for the frontier orbital gap (alpha / beta): 0.393 / 0.228 hartree. The calculation puts the energy relative to the best compared isomer or geometry (same formula, charge and spin) at 184.1 kcal per mole.

Molecular formula: C3H5NO
Method: DFT, wB97M-V/def2-TZVPD

Geometry as XYZ:
```
10
Properties=species:S:1:pos:R:3
O 2.24 0.52 -0.17
C 1.07 0.22 -0.12
C -0.16 1.01 0.24
C -0.96 -0.48 -0.08
N 0.40 -0.95 -0.30
H -0.08 1.23 1.32
H -0.16 2.00 -0.26
H -1.50 -0.75 0.85
H -1.61 -0.96 -0.86
H 0.76 -1.84 -0.60
```

As for the structure (SMILES): O=C1CCN1. The net charge is 0. Its highest occupied orbital energy is -9.674 eV. For the LUMO energy, the calculation gives 0.95 eV. As for the frontier orbital gap: 0.390 hartree. The calculation puts the energy relative to the best compared isomer or geometry (same formula, charge and spin) at 30.3 kcal per mole.

Molecular formula: C3H5NO
Method: DFT, wB97M-V/def2-TZVPD

Geometry as XYZ:
```
10
Properties=species:S:1:pos:R:3
N 2.72 -0.74 -0.07
C 1.76 -0.09 -0.09
C 0.51 0.66 -0.13
C -0.64 -0.22 0.41
O -1.82 0.08 -0.30
H 0.63 1.60 0.42
H 0.33 0.95 -1.18
H -0.81 -0.06 1.49
H -0.34 -1.28 0.35
H -2.16 -0.71 -0.73
```

As for the structure (SMILES): N#CCCO. The net charge is 0. Its highest occupied orbital energy is -10.982 eV. For the LUMO energy, the calculation gives 0.67 eV. As for the frontier orbital gap: 0.428 hartree. The calculation puts the energy relative to the best compared isomer or geometry (same formula, charge and spin) at 16.0 kcal per mole.

Molecular formula: C3H5NO
Method: DFT, wB97M-V/def2-TZVPD

Geometry as XYZ:
```
10
Properties=species:S:1:pos:R:3
C 1.70 1.36 -0.52
C 1.12 0.22 -0.21
N 0.48 -0.78 0.11
C -0.98 -0.50 0.23
O -1.67 -1.36 1.07
H 2.12 1.94 0.29
H 1.79 1.68 -1.56
H -1.15 0.49 0.67
H -1.37 -0.61 -0.79
H -1.61 -2.22 0.65
```

As for the structure (SMILES): C=C=NCO. The net charge is 0. Its highest occupied orbital energy is -9.291 eV. For the LUMO energy, the calculation gives 0.97 eV. As for the frontier orbital gap: 0.377 hartree. The calculation puts the energy relative to the best compared isomer or geometry (same formula, charge and spin) at 42.2 kcal per mole.

Molecular formula: C3H5NO
Method: DFT, wB97M-V/def2-TZVPD

Geometry as XYZ:
```
10
Properties=species:S:1:pos:R:3
C 1.47 -0.34 1.29
C 0.51 -0.24 0.45
C -1.22 0.66 -1.11
N -0.17 0.72 -0.08
O -1.59 0.92 0.21
H 1.84 -1.29 1.48
H 2.10 0.41 1.49
H -0.37 -1.81 -0.39
H -1.27 1.40 -1.92
H -1.28 -0.44 -1.40
```

The net charge is 0. Its highest occupied orbital energy is -8.594 eV. For the LUMO energy, the calculation gives 0.42 eV. As for the frontier orbital gap: 0.331 hartree. The calculation puts the energy relative to the best compared isomer or geometry (same formula, charge and spin) at 181.2 kcal per mole.

Molecular formula: C3H5NO
Method: DFT, wB97M-V/def2-TZVPD

Geometry as XYZ:
```
10
Properties=species:S:1:pos:R:3
C -0.44 0.09 0.85
C 0.47 0.28 -0.06
C -0.79 0.96 -0.48
H -0.70 -0.24 1.81
H 1.43 0.06 -0.43
H -1.45 0.52 -1.24
H -1.13 2.02 -0.42
N 0.57 -2.31 -2.92
O 0.02 -2.42 -1.88
H 1.61 -2.45 -2.81
```

As for the structure (SMILES): C1=CC1.N=O. The net charge is 0. Its highest occupied orbital energy is -9.373 eV. For the LUMO energy, the calculation gives -0.19 eV. As for the frontier orbital gap: 0.337 hartree. The calculation puts the energy relative to the best compared isomer or geometry (same formula, charge and spin) at 139.9 kcal per mole.

Molecular formula: C3H5NO
Method: DFT, wB97M-V/def2-TZVPD

Geometry as XYZ:
```
10
Properties=species:S:1:pos:R:3
C 1.33 -0.41 -0.36
O -0.02 -0.85 -0.09
C -1.37 0.24 -0.23
C -0.85 0.39 1.07
N -0.54 0.66 2.15
H 2.05 -0.72 0.43
H 1.43 0.68 -0.44
H 1.64 -0.89 -1.29
H -2.39 -0.20 -0.32
H -1.28 1.10 -0.92
```

The net charge is 0. Its highest occupied orbital energy is -9.591 eV. For the LUMO energy, the calculation gives 0.22 eV. As for the frontier orbital gap: 0.361 hartree. The calculation puts the energy relative to the best compared isomer or geometry (same formula, charge and spin) at 85.6 kcal per mole.

Molecular formula: C3H5NO
Method: DFT, wB97M-V/def2-TZVPD

Geometry as XYZ:
```
10
Properties=species:S:1:pos:R:3
C 1.11 -1.01 0.28
C -1.76 0.09 0.24
C 0.40 1.14 -0.24
N 0.94 0.24 0.55
O -2.92 0.26 0.30
H 1.43 -1.69 1.02
H 1.02 -1.52 -0.70
H -1.08 -0.76 0.07
H 0.37 2.20 -0.11
H 0.49 1.05 -1.41
```

The net charge is 0. Its highest occupied orbital energy (alpha / beta) is -8.273 / -8.285 eV. For the LUMO energy (alpha / beta), the calculation gives -0.30 / -0.21 eV. As for the frontier orbital gap (alpha / beta): 0.293 / 0.297 hartree. The calculation puts the energy relative to the best compared isomer or geometry (same formula, charge and spin) at 102.9 kcal per mole.

Molecular formula: C3H5NO2
Method: DFT, wB97M-V/def2-TZVPD

Geometry as XYZ:
```
11
Properties=species:S:1:pos:R:3
C -1.30 0.03 -0.29
C -0.36 0.72 0.67
O -0.45 1.81 1.16
N 0.85 -0.16 0.92
C 1.58 -0.24 -0.31
O 1.26 -0.95 -1.23
H -0.64 -0.47 -1.01
H -2.01 0.68 -0.80
H -1.83 -0.76 0.24
H 0.47 -1.11 1.03
H 2.43 0.44 -0.39
```

As for the structure (SMILES): CC(=O)NC=O. The net charge is 0. Its highest occupied orbital energy is -10.593 eV. For the LUMO energy, the calculation gives 0.34 eV. As for the frontier orbital gap: 0.402 hartree. The calculation puts the energy relative to the best compared isomer or geometry (same formula, charge and spin) at 32.4 kcal per mole.

Molecular formula: C3H5NO2
Method: DFT, wB97M-V/def2-TZVPD

Geometry as XYZ:
```
11
Properties=species:S:1:pos:R:3
O -1.19 -0.07 1.59
C -1.09 -0.95 0.76
N -0.41 -0.84 -0.42
C 0.18 0.40 -0.80
C 1.05 1.05 0.16
O 1.57 0.44 -1.01
H -1.56 -1.94 0.90
H -0.47 -1.60 -1.09
H -0.40 0.99 -1.51
H 1.28 0.53 1.09
H 1.07 2.14 0.21
```

As for the structure (SMILES): O=CN[C@H]1CO1. The net charge is 0. Its highest occupied orbital energy is -10.274 eV. For the LUMO energy, the calculation gives 0.85 eV. As for the frontier orbital gap: 0.409 hartree. The calculation puts the energy relative to the best compared isomer or geometry (same formula, charge and spin) at 40.3 kcal per mole.

Molecular formula: C3H5NO2
Method: DFT, wB97M-V/def2-TZVPD

Geometry as XYZ:
```
11
Properties=species:S:1:pos:R:3
C -0.74 -0.25 -0.64
N -1.05 1.02 -0.06
C -0.03 1.45 0.55
O 1.12 0.74 0.60
C 0.95 -0.60 0.17
O 0.77 -1.52 1.08
H -1.59 -0.96 -0.55
H -0.23 -1.17 0.26
H -0.46 -0.21 -1.69
H 0.02 2.40 1.07
H 1.61 -0.78 -0.68
```

The net charge is 0. Its highest occupied orbital energy is -9.498 eV. For the LUMO energy, the calculation gives 0.76 eV. As for the frontier orbital gap: 0.377 hartree. The calculation puts the energy relative to the best compared isomer or geometry (same formula, charge and spin) at 111.0 kcal per mole.

Molecular formula: C3H5NO2
Method: DFT, wB97M-V/def2-TZVPD

Geometry as XYZ:
```
11
Properties=species:S:1:pos:R:3
H -1.26 0.48 2.19
N -0.79 0.23 1.33
C -0.96 1.07 0.41
O -0.42 0.94 -0.82
C 0.57 -0.09 -1.05
C 0.78 -1.21 0.00
O 1.86 -1.38 0.51
H -1.52 2.01 0.47
H 1.54 0.38 -1.15
H 0.28 -0.54 -2.02
H -0.07 -1.90 0.13
```

As for the structure (SMILES): [H]/N=C/OCC=O. The net charge is 0. Its highest occupied orbital energy is -9.766 eV. For the LUMO energy, the calculation gives 0.84 eV. As for the frontier orbital gap: 0.390 hartree. The calculation puts the energy relative to the best compared isomer or geometry (same formula, charge and spin) at 43.1 kcal per mole.

Molecular formula: C3H5NO2
Method: DFT, wB97M-V/def2-TZVPD

Geometry as XYZ:
```
11
Properties=species:S:1:pos:R:3
N -2.59 -1.02 -1.08
C -1.76 -0.45 -0.51
C -0.66 0.21 0.21
O -0.62 1.57 -0.11
C 0.67 -0.44 -0.15
O 1.59 0.39 0.50
H -0.83 0.05 1.29
H 0.27 1.86 0.15
H 0.81 -0.49 -1.24
H 0.70 -1.52 0.24
H 2.42 -0.16 0.22
```

As for the structure (SMILES): N#C[C@H](O)CO. The net charge is 0. Its highest occupied orbital energy is -11.059 eV. For the LUMO energy, the calculation gives 0.31 eV. As for the frontier orbital gap: 0.418 hartree. The calculation puts the energy relative to the best compared isomer or geometry (same formula, charge and spin) at 43.0 kcal per mole.

Molecular formula: C3H5NO2
Method: DFT, wB97M-V/def2-TZVPD

Geometry as XYZ:
```
11
Properties=species:S:1:pos:R:3
N 0.34 -0.33 -2.85
C 0.46 -0.33 -1.69
C 0.54 -0.31 -0.21
O 0.45 -1.60 0.33
C -0.55 0.65 0.31
O -0.59 0.68 1.71
H 1.53 0.08 0.07
H -0.48 -1.81 0.46
H -1.53 0.29 -0.01
H -0.41 1.64 -0.15
H 0.25 1.04 2.03
```

As for the structure (SMILES): N#C[C@H](O)CO. The net charge is 0. Its highest occupied orbital energy is -11.203 eV. For the LUMO energy, the calculation gives 0.51 eV. As for the frontier orbital gap: 0.430 hartree. The calculation puts the energy relative to the best compared isomer or geometry (same formula, charge and spin) at 36.6 kcal per mole.

Molecular formula: C3H5NO2
Method: DFT, wB97M-V/def2-TZVPD

Geometry as XYZ:
```
11
Properties=species:S:1:pos:R:3
H -0.52 -1.47 1.95
N -0.46 -1.11 1.03
C 0.38 -1.39 0.16
O 0.42 -0.63 -0.97
C -0.42 0.53 -0.89
C 0.24 1.46 0.12
O -0.09 1.58 1.27
H 1.15 -2.17 0.09
H -1.44 0.26 -0.60
H -0.42 0.98 -1.89
H 1.14 1.97 -0.26
```

As for the structure (SMILES): [H]/N=C/OCC=O. The net charge is 0. Its highest occupied orbital energy is -9.440 eV. For the LUMO energy, the calculation gives 0.97 eV. As for the frontier orbital gap: 0.382 hartree. The calculation puts the energy relative to the best compared isomer or geometry (same formula, charge and spin) at 49.9 kcal per mole.

Molecular formula: C3H5NO2
Method: DFT, wB97M-V/def2-TZVPD

Geometry as XYZ:
```
11
Properties=species:S:1:pos:R:3
H 1.75 0.07 2.41
N 0.85 0.02 1.95
C 0.97 -0.12 0.71
O 1.87 -0.24 -0.27
C 0.30 -0.26 -0.52
C -0.40 0.21 -1.68
O -0.32 -1.19 -1.26
H -1.39 0.66 -1.60
H 0.17 0.45 -2.57
H -1.59 0.20 1.63
H -2.21 0.21 1.20
```

As for the structure (SMILES): [H]/N=C1\O[C@]12CO2.[H][H]. The net charge is 0. Its highest occupied orbital energy is -10.731 eV. For the LUMO energy, the calculation gives 0.92 eV. As for the frontier orbital gap: 0.428 hartree. The calculation puts the energy relative to the best compared isomer or geometry (same formula, charge and spin) at 111.3 kcal per mole.

Molecular formula: C3H5NO2
Method: DFT, wB97M-V/def2-TZVPD

Geometry as XYZ:
```
11
Properties=species:S:1:pos:R:3
C -1.38 -0.53 0.25
C -0.37 0.47 0.75
O -0.56 1.20 1.70
N 0.84 0.63 0.04
C 1.45 -0.17 -0.91
O 1.01 -1.19 -1.38
H -1.86 -0.99 1.12
H -0.94 -1.28 -0.40
H -2.15 0.03 -0.30
H 1.38 1.41 0.39
H 2.43 0.25 -1.20
```

As for the structure (SMILES): CC(=O)NC=O. The net charge is 0. Its highest occupied orbital energy is -10.432 eV. For the LUMO energy, the calculation gives 0.70 eV. As for the frontier orbital gap: 0.409 hartree. The calculation puts the energy relative to the best compared isomer or geometry (same formula, charge and spin) at 2.3 kcal per mole.